1.
{"formula": "C50H41Cl3MoN6O5Te", "method": "wB97M-V/def2-TZVPD", "homo_ev": [-9.68, -9.68], "spin_multiplicity": 2, "lumo_energy_ev": [-3.1, -5.2], "e_above_lowest_kcal_mol": 0.00, "total_charge": 1, "orbital_gap_ha": [0.2416, 0.1661], "fmax_ev_per_a": 1.84, "e_tot_ha": -4351.3004, "symbols": ["Mo", "O", "C", "O", "C", "C", "C", "C", "C", "N", "C", "O", "O", "H", "H", "H", "H", "N", "C", "C", "C", "C", "C", "C", "C", "C", "C", "C", "C", "C", "N", "C", "C", "C", "C", "N", "H", "H", "H", "H", "H", "H", "H", "H", "H", "H", "Cl", "C", "Cl", "Cl", "C", "N", "C", "C", "C", "C", "C", "C", "Te", "N", "C", "O", "C", "C", "C", "C", "C", "C", "C", "C", "C", "C", "C", "C", "C", "C", "C", "C", "C", "C", "H", "H", "H", "H", "H", "H", "H", "H", "H", "H", "H", "H", "H", "H", "H", "H", "H", "H", "H", "H", "H", "H", "H", "H", "H", "H", "H"], "positions_angstrom": [[-0.4329, 2.3547, 0.2375], [1.9660, 3.9900, 4.3132], [1.1956, 3.8910, 3.2209], [1.4770, 4.3636, 2.1555], [-0.0988, 3.1902, 3.5124], [-0.5961, 3.1296, 4.8005], [-1.8492, 2.5624, 5.0109], [-2.5615, 2.0903, 3.9276], [-1.9905, 2.1900, 2.6648], [-0.7693, 2.6884, 2.4634], [-2.7653, 1.7876, 1.4129], [-3.4633, 0.7902, 1.4449], [-2.5648, 2.6129, 0.4387], [2.7557, 4.4949, 4.0615], [-0.0188, 3.5378, 5.6157], [-2.2616, 2.5128, 6.0098], [-3.5461, 1.6540, 4.0193], [6.8074, 3.4023, -7.1530], [6.0119, 3.2884, -6.3325], [5.0162, 3.1458, -5.3056], [4.6738, 1.8771, -4.8444], [3.7215, 1.7445, -3.8494], [3.1015, 2.8704, -3.3171], [3.4443, 4.1340, -3.7853], [4.4030, 4.2772, -4.7736], [2.0657, 2.7160, -2.2558], [2.5164, 2.3701, -0.9854], [3.8466, 2.0345, -0.6212], [3.8084, 1.5714, 0.6751], [2.4623, 1.6504, 1.0714], [1.6907, 2.1461, 0.1109], [0.7372, 2.8776, -2.6595], [0.2786, 3.1952, -3.9609], [-1.1008, 3.2250, -3.9164], [-1.4554, 2.9094, -2.5961], [-0.3742, 2.6918, -1.8441], [5.1533, 1.0055, -5.2679], [3.4561, 0.7636, -3.4757], [2.9613, 5.0086, -3.3688], [4.6798, 5.2577, -5.1352], [4.7107, 2.1148, -1.2600], [4.6290, 1.2056, 1.2692], [2.0346, 1.3478, 2.0180], [0.9061, 3.3708, -4.8194], [-1.7812, 3.4295, -4.7258], [-2.4404, 2.8207, -2.1614], [0.1490, 7.9122, 1.4801], [-0.2816, 7.2582, -0.1037], [-1.8634, 7.8413, -0.6163], [0.9573, 7.6368, -1.3015], [-0.3531, 5.7953, 0.0195], [-0.4067, 4.6583, 0.1005], [-4.6030, -7.8457, 0.9725], [-3.9449, -6.4965, 0.9654], [-3.5741, -5.8731, 2.1529], [-2.9607, -4.6298, 2.1644], [-2.5740, -4.0024, 3.4765], [-2.7231, -4.0007, 0.9341], [-1.9415, -2.0586, 0.9485], [-0.5662, 0.5677, 0.0420], [0.0937, -0.2360, -0.8758], [1.1607, -0.7748, -0.6548], [-0.6392, -0.4462, -2.1665], [-2.0081, -0.2074, -2.2681], [-2.6660, -0.4533, -3.4648], [-1.9555, -0.9161, -4.5637], [-0.5868, -1.1392, -4.4679], [0.0697, -0.9128, -3.2695], [-0.0936, -2.3684, 1.8585], [0.2255, -1.5901, 2.9738], [-0.7371, -0.6361, 3.6233], [1.4921, -1.7381, 3.5302], [2.4252, -2.6123, 2.9948], [3.7940, -2.7497, 3.5942], [2.0772, -3.3523, 1.8665], [0.8330, -3.2459, 1.2728], [0.5393, -4.0105, 0.0139], [-3.0957, -4.5895, -0.2796], [-2.8714, -3.9609, -1.6280], [-3.6965, -5.8420, -0.2331], [-4.7939, -8.1903, 1.9870], [-3.9719, -8.5848, 0.4768], [-5.5526, -7.8175, 0.4371], [-3.7723, -6.3681, 3.0963], [-2.9319, -4.6062, 4.3082], [-3.0053, -3.0032, 3.5929], [-1.4896, -3.9111, 3.5684], [-2.5494, 0.1895, -1.4157], [-3.7303, -0.2721, -3.5429], [-2.4668, -1.0985, -5.5000], [-0.0345, -1.4918, -5.3291], [1.1315, -1.0968, -3.1663], [-1.5463, -0.3187, 2.9613], [-0.2153, 0.2632, 3.9549], [-1.1992, -1.0916, 4.5031], [1.7530, -1.1465, 4.4012], [3.8757, -2.2020, 4.5314], [4.5523, -2.3669, 2.9087], [4.0306, -3.7965, 3.7871], [2.8121, -4.0119, 1.4193], [1.4455, -4.4843, -0.3585], [0.1782, -3.3436, -0.7749], [-0.2071, -4.7888, 0.1796], [-2.4273, -2.9650, -1.5920], [-3.8148, -3.8721, -2.1677], [-2.2052, -4.5814, -2.2304], [-3.9799, -6.3167, -1.1665]]}


2.
{"formula": "C50H43CrNP4S2", "method": "wB97M-V/def2-TZVPD", "homo_ev": [-6.88, -7.24], "spin_multiplicity": 5, "lumo_energy_ev": [0.1, 0.0], "orbital_gap_ha": [0.2584, 0.2674], "fmax_ev_per_a": 0.52, "e_tot_ha": -5192.2155, "symbols": ["Cr", "S", "P", "C", "P", "S", "C", "C", "C", "C", "C", "C", "C", "C", "C", "C", "C", "C", "C", "C", "C", "C", "C", "C", "C", "C", "C", "C", "C", "C", "H", "H", "H", "H", "H", "H", "H", "H", "H", "H", "H", "H", "H", "H", "H", "H", "H", "H", "H", "H", "C", "N", "P", "C", "C", "C", "C", "C", "C", "C", "C", "C", "C", "C", "C", "P", "C", "C", "C", "C", "C", "C", "C", "C", "C", "C", "C", "C", "H", "H", "H", "H", "H", "H", "H", "H", "H", "H", "H", "H", "H", "H", "H", "H", "H", "H", "H", "H", "H", "H", "H"], "positions_angstrom": [[-0.0056, -0.8211, -0.0649], [1.3375, 2.7437, 0.1029], [-0.6170, 2.4919, -0.1797], [-1.1776, 0.8903, 0.0590], [-2.5931, 0.1139, -0.4419], [-2.1588, -1.8689, -0.0925], [-4.1911, 0.4734, 0.3587], [-4.4697, 1.7237, 0.8912], [-5.7028, 1.9842, 1.4769], [-6.6650, 0.9897, 1.5339], [-6.3938, -0.2668, 1.0036], [-5.1643, -0.5241, 0.4233], [-3.0195, 0.2567, -2.2172], [-1.9989, 0.0949, -3.1521], [-2.2491, 0.2190, -4.5057], [-3.5345, 0.5062, -4.9508], [-4.5557, 0.6770, -4.0322], [-4.2988, 0.5601, -2.6718], [-1.4113, 3.6367, 1.0055], [-1.6263, 4.9814, 0.7184], [-2.1216, 5.8370, 1.6914], [-2.3885, 5.3617, 2.9677], [-2.1573, 4.0265, 3.2683], [-1.6719, 3.1714, 2.2917], [-1.1158, 3.1119, -1.8209], [-0.1825, 3.1984, -2.8476], [-0.5797, 3.5476, -4.1297], [-1.9142, 3.8171, -4.3963], [-2.8523, 3.7367, -3.3768], [-2.4531, 3.3845, -2.0972], [-3.7261, 2.5071, 0.8510], [-5.9014, 2.9646, 1.8894], [-7.6244, 1.1878, 1.9943], [-7.1423, -1.0472, 1.0480], [-4.9545, -1.5081, 0.0205], [-0.9861, -0.1106, -2.8122], [-1.4414, 0.1014, -5.2159], [-3.7319, 0.6047, -6.0102], [-5.5564, 0.9134, -4.3695], [-5.1046, 0.7204, -1.9693], [-1.4034, 5.3657, -0.2692], [-2.2938, 6.8788, 1.4545], [-2.7725, 6.0308, 3.7268], [-2.3619, 3.6490, 4.2620], [-1.5111, 2.1212, 2.5090], [0.8583, 2.9989, -2.6236], [0.1548, 3.6133, -4.9220], [-2.2249, 4.0908, -5.3962], [-3.8959, 3.9384, -3.5796], [-3.1969, 3.3134, -1.3104], [3.0649, -2.3628, -1.4913], [2.8401, -2.2078, -0.0335], [2.5337, -0.4667, 0.2571], [4.1333, 0.1993, -0.3351], [5.2965, -0.5486, -0.1261], [6.5291, -0.0536, -0.5138], [6.6180, 1.1939, -1.1193], [5.4673, 1.9301, -1.3443], [4.2274, 1.4365, -0.9578], [2.6321, -0.2845, 2.0603], [1.5288, 0.2835, 2.6875], [1.5174, 0.4479, 4.0664], [2.6113, 0.0548, 4.8186], [3.7245, -0.4983, 4.1940], [3.7371, -0.6619, 2.8212], [1.2767, -2.8776, 0.3453], [1.3672, -3.3177, 2.1032], [2.5272, -3.8426, 2.6691], [2.5398, -4.2190, 4.0005], [1.3934, -4.0741, 4.7733], [0.2406, -3.5453, 4.2149], [0.2264, -3.1623, 2.8802], [1.2082, -4.4906, -0.4720], [2.2622, -5.4025, -0.4079], [2.1344, -6.6497, -0.9920], [0.9495, -6.9998, -1.6314], [-0.0998, -6.0984, -1.6939], [0.0287, -4.8395, -1.1195], [3.9946, -1.8746, -1.7716], [2.2538, -1.9195, -2.0909], [3.1346, -3.4178, -1.7444], [5.2285, -1.5323, 0.3205], [7.4197, -0.6454, -0.3475], [7.5815, 1.5827, -1.4211], [5.5234, 2.8974, -1.8248], [3.3336, 2.0157, -1.1427], [0.6770, 0.6236, 2.1022], [0.6547, 0.8928, 4.5435], [2.6055, 0.1853, 5.8927], [4.5821, -0.8025, 4.7794], [4.6057, -1.0978, 2.3465], [3.4266, -3.9305, 2.0724], [3.4445, -4.6183, 4.4401], [1.4050, -4.3664, 5.8151], [-0.6495, -3.4210, 4.8168], [-0.6744, -2.7345, 2.4496], [3.1840, -5.1327, 0.0930], [2.9552, -7.3535, -0.9474], [0.8503, -7.9781, -2.0830], [-1.0200, -6.3684, -2.1946], [-0.7852, -4.1266, -1.1832]]}


3.
{"formula": "C50H43F6N10O6PbS", "method": "wB97M-V/def2-TZVPD", "homo_ev": [-13.76, -13.76], "spin_multiplicity": 1, "lumo_energy_ev": [-7.7, -9.0], "e_above_lowest_kcal_mol": 0.93, "total_charge": 3, "orbital_gap_ha": [0.2214, 0.1737], "fmax_ev_per_a": 0.47, "e_tot_ha": -4119.6486, "symbols": ["Pb", "C", "O", "C", "C", "C", "C", "C", "C", "C", "N", "C", "C", "N", "C", "C", "C", "C", "N", "C", "C", "N", "C", "C", "C", "C", "H", "H", "H", "H", "H", "H", "H", "H", "H", "H", "H", "H", "H", "H", "F", "C", "C", "F", "C", "F", "C", "S", "C", "F", "C", "F", "F", "C", "C", "C", "C", "O", "C", "C", "N", "C", "C", "C", "C", "C", "C", "N", "C", "C", "N", "C", "C", "C", "O", "O", "H", "H", "H", "H", "H", "H", "H", "H", "H", "H", "H", "H", "H", "H", "H", "H", "H", "H", "N", "H", "H", "H", "O", "C", "N", "C", "O", "C", "C", "C", "C", "N", "C", "H", "H", "H", "H", "H", "H", "H", "H"], "positions_angstrom": [[-0.2673, 0.1855, 0.0444], [-10.8178, -6.6196, -7.0903], [-10.8648, -5.5570, -6.1127], [-9.7648, -5.0760, -5.5959], [-9.9377, -4.0244, -4.6603], [-8.8554, -3.4626, -4.0647], [-7.5416, -3.9167, -4.3719], [-7.3862, -4.9699, -5.3093], [-8.4645, -5.5449, -5.9142], [-6.4466, -3.3057, -3.7279], [-6.5529, -2.3363, -2.7990], [-5.3093, -2.0387, -2.4364], [-4.3736, -2.8230, -3.1386], [-5.1127, -3.6156, -3.9445], [-2.9642, -2.7205, -2.9382], [-2.0080, -3.4898, -3.6145], [-0.6799, -3.3153, -3.3207], [-0.3302, -2.3656, -2.3571], [-1.2266, -1.6204, -1.7213], [-2.5278, -1.7812, -1.9827], [-3.4939, -0.9530, -1.2265], [-3.0105, -0.1037, -0.3087], [-3.8649, 0.6185, 0.3980], [-5.2489, 0.5607, 0.2329], [-5.7585, -0.2981, -0.7108], [-4.8694, -1.0795, -1.4528], [-11.8513, -6.7956, -7.3629], [-10.3887, -7.5134, -6.6409], [-10.2482, -6.2964, -7.9597], [-10.9455, -3.6965, -4.4477], [-8.9697, -2.6615, -3.3489], [-6.4017, -5.3453, -5.5577], [-8.3292, -6.3483, -6.6217], [-4.7621, -4.2903, -4.6036], [-2.3094, -4.2203, -4.3553], [0.0903, -3.8977, -3.8048], [0.7024, -2.2236, -2.0590], [-3.4279, 1.2836, 1.1361], [-5.8939, 1.1785, 0.8413], [-6.8223, -0.3864, -0.8866], [4.3260, 1.2839, -6.0341], [3.2523, 1.4610, -5.2974], [3.2058, 0.9166, -4.0111], [4.2465, 0.2364, -3.5518], [2.0800, 1.1037, -3.2519], [2.0517, 0.5782, -2.0251], [0.9565, 1.8336, -3.7212], [-0.4182, 2.0659, -2.7736], [1.0573, 2.3669, -5.0301], [0.0485, 3.0567, -5.5271], [2.1797, 2.1863, -5.8075], [2.2561, 2.6888, -7.0282], [4.1233, 3.3036, 5.0534], [4.4481, 2.2200, 4.3181], [3.5245, 1.7130, 3.4522], [3.7983, 0.5498, 2.7304], [2.7772, -0.0049, 1.8351], [1.6747, 0.5729, 1.7288], [3.1657, -1.1845, 1.1202], [4.4066, -1.7161, 1.3366], [5.3303, -1.2218, 2.1775], [6.5932, -1.9110, 2.3532], [7.2732, -2.4924, 1.1554], [7.8484, -1.2791, 1.8221], [5.0412, -0.0732, 2.9043], [5.9834, 0.4758, 3.7833], [5.7096, 1.6288, 4.4981], [6.7047, 2.1691, 5.3472], [7.1991, 1.3230, 6.4196], [8.6181, 1.7144, 6.7852], [8.6290, 3.1673, 7.1805], [8.0819, 4.0291, 6.0719], [6.6764, 3.5692, 5.7283], [2.3216, -1.8992, 0.1009], [2.8555, -2.6697, -0.6831], [1.0529, -1.6639, 0.1257], [2.5624, 2.1941, 3.3365], [4.6857, -2.6059, 0.7894], [6.6546, -2.4602, 3.2852], [6.8137, -2.3482, 0.1879], [7.7700, -3.4428, 1.2813], [7.7420, -0.3375, 1.3003], [8.7532, -1.3842, 2.4044], [6.9555, 0.0156, 3.8759], [7.2012, 0.2793, 6.1163], [6.5576, 1.3972, 7.3136], [9.2855, 1.6241, 5.9299], [9.0063, 1.1327, 7.6189], [9.5735, 3.4636, 7.4320], [8.0485, 3.2912, 8.0146], [8.7581, 3.9124, 5.2269], [8.0965, 5.0622, 6.4138], [6.3285, 4.1799, 4.8987], [6.0070, 3.7623, 6.5789], [-1.0298, -1.3600, 1.9186], [-1.3793, -2.2065, 1.4816], [-1.6782, -1.1004, 2.6538], [-0.1273, -1.5894, 2.3210], [-3.4450, 3.4827, -1.4786], [-4.1627, 4.3494, -0.6148], [-3.4805, 5.5635, -0.2693], [-2.5584, 5.7434, 0.7280], [-2.1293, 6.8361, 1.0170], [-2.1151, 4.5322, 1.5020], [-2.2441, 4.5129, 2.8851], [-1.7358, 3.4335, 3.5909], [-1.1067, 2.4186, 2.8872], [-0.9648, 2.4376, 1.5613], [-1.4524, 3.4791, 0.8908], [-3.3053, 3.9262, -2.3246], [-4.3573, 3.7634, 0.2831], [-5.1179, 4.6281, -1.0619], [-3.7294, 6.4182, -0.7459], [-2.7265, 5.3383, 3.3927], [-1.8110, 3.3860, 4.6681], [-0.6810, 1.5631, 3.4010], [-1.3055, 3.4764, -0.1822]]}


4.
{"formula": "C50H44NO2P2PtSSb", "method": "wB97M-V/def2-TZVPD", "homo_ev": -6.90, "spin_multiplicity": 1, "lumo_energy_ev": 0.3, "e_above_lowest_kcal_mol": 0.00, "orbital_gap_ha": 0.2644, "fmax_ev_per_a": 0.47, "e_tot_ha": -3577.4952, "symbols": ["Pt", "C", "P", "C", "C", "C", "C", "C", "C", "C", "C", "C", "C", "C", "C", "C", "C", "C", "C", "C", "P", "C", "C", "C", "C", "C", "C", "C", "C", "C", "C", "C", "C", "N", "H", "H", "H", "H", "H", "H", "H", "H", "H", "H", "H", "H", "H", "H", "H", "H", "H", "H", "H", "H", "H", "H", "H", "H", "H", "H", "C", "C", "O", "O", "H", "H", "H", "S", "Sb", "C", "C", "C", "C", "C", "C", "C", "C", "C", "C", "C", "C", "C", "C", "C", "C", "C", "C", "H", "H", "H", "H", "H", "H", "H", "H", "H", "H", "H", "H", "H", "H", "H"], "positions_angstrom": [[-0.7478, 1.0609, 0.7253], [-2.5504, 3.5958, 1.3259], [-1.0363, 3.2001, 0.3666], [0.2492, 4.2770, 1.0619], [0.5887, 5.5178, 0.5303], [1.5221, 6.3179, 1.1744], [2.1078, 5.8860, 2.3550], [1.7610, 4.6539, 2.8941], [0.8365, 3.8438, 2.2538], [-1.3082, 3.7187, -1.3454], [-0.2284, 3.8075, -2.2244], [-0.4420, 4.0857, -3.5647], [-1.7351, 4.2629, -4.0402], [-2.8129, 4.1452, -3.1766], [-2.6038, 3.8659, -1.8335], [-3.3802, 2.3478, 1.3387], [-4.7181, 2.1026, 1.5612], [-4.8958, 0.6994, 1.4341], [-3.6594, 0.1611, 1.1325], [-3.2815, -1.2057, 0.6576], [-1.9652, -1.0528, -0.6343], [-2.8209, -0.3069, -2.0651], [-4.1542, 0.0899, -2.0738], [-4.7055, 0.6787, -3.2064], [-3.9359, 0.8791, -4.3411], [-2.5983, 0.5031, -4.3377], [-2.0496, -0.0743, -3.2053], [-1.8746, -2.8240, -1.0988], [-2.4026, -3.3907, -2.2529], [-2.3118, -4.7611, -2.4655], [-1.7096, -5.5788, -1.5230], [-1.1841, -5.0224, -0.3624], [-1.2546, -3.6542, -0.1587], [-2.7391, 1.1617, 1.0966], [-3.0697, 4.4567, 0.9004], [-2.1999, 3.8780, 2.3231], [0.1220, 5.8668, -0.3808], [1.7861, 7.2806, 0.7558], [2.8343, 6.5122, 2.8574], [2.2141, 4.3158, 3.8172], [0.5807, 2.8699, 2.6638], [0.7803, 3.6517, -1.8599], [0.4009, 4.1617, -4.2398], [-1.9014, 4.4789, -5.0881], [-3.8232, 4.2571, -3.5485], [-3.4537, 3.7444, -1.1723], [-5.4714, 2.8384, 1.7950], [-5.8202, 0.1484, 1.5161], [-4.1491, -1.7332, 0.2549], [-2.8447, -1.8267, 1.4436], [-4.7707, -0.0433, -1.1956], [-5.7455, 0.9809, -3.1943], [-4.3692, 1.3386, -5.2206], [-1.9813, 0.6722, -5.2115], [-1.0023, -0.3489, -3.2003], [-2.8928, -2.7638, -2.9877], [-2.7274, -5.1919, -3.3683], [-1.6531, -6.6474, -1.6878], [-0.7166, -5.6578, 0.3797], [-0.8491, -3.2036, 0.7437], [-0.4171, -1.5360, 4.2240], [-0.2356, -0.4119, 3.2184], [-0.4332, -0.7502, 1.9792], [0.1061, 0.6992, 3.6098], [-1.0795, -2.3113, 3.8427], [-0.8058, -1.1250, 5.1533], [0.5552, -1.9835, 4.4365], [1.5728, 1.2583, 0.4313], [2.3957, -0.8727, 0.6024], [2.4418, -1.9825, 2.3897], [3.2376, -1.5094, 3.4261], [3.3853, -2.2654, 4.5809], [2.7573, -3.4980, 4.6878], [1.9587, -3.9660, 3.6527], [1.7906, -3.2042, 2.5058], [1.8329, -2.2108, -0.9023], [2.1744, -3.5581, -0.8106], [1.8288, -4.4230, -1.8381], [1.1504, -3.9415, -2.9494], [0.8289, -2.5957, -3.0445], [1.1702, -1.7241, -2.0202], [4.4594, -0.5424, 0.3076], [5.0104, 0.6862, 0.6577], [6.3742, 0.9002, 0.5094], [7.1854, -0.1067, 0.0069], [6.6360, -1.3300, -0.3512], [5.2745, -1.5491, -0.2004], [3.7428, -0.5541, 3.3424], [3.9937, -1.8916, 5.3937], [2.8816, -4.0911, 5.5844], [1.4542, -4.9192, 3.7434], [1.1459, -3.5612, 1.7121], [2.6912, -3.9416, 0.0616], [2.0789, -5.4736, -1.7665], [0.8651, -4.6200, -3.7427], [0.2975, -2.2309, -3.9138], [0.9111, -0.6726, -2.0774], [4.3764, 1.4793, 1.0367], [6.8008, 1.8567, 0.7820], [8.2477, 0.0631, -0.1110], [7.2670, -2.1134, -0.7507], [4.8535, -2.5040, -0.4928]]}